1.
Computed, not measured: one molecule with the formula C8H9BrN4O2S, with ωB97M-V with the def2-TZVPD basis set.

XYZ file:
```
25
Properties=species:S:1:pos:R:3:forces:R:3
C 1.765178 -0.546057 3.041409 -4.0 1.6 -0.8
C -0.440440 -0.473960 3.953303 -2.0 -0.3 1.8
C 1.225616 0.175416 1.907892 1.1 -0.4 0.0
C 0.876022 -0.835174 4.090316 1.5 0.6 -2.3
C -0.142851 0.448609 1.841614 0.3 -0.1 1.2
C -0.814227 1.200397 0.644499 -0.7 1.0 1.7
C -0.662354 0.638506 -0.750930 -2.8 -1.4 0.4
C -2.185888 -0.576233 -2.368247 -1.5 -1.8 1.0
N -0.908165 0.172792 2.909351 0.4 0.0 -0.9
N -2.227108 1.342561 0.985211 -0.7 -0.8 0.4
N 0.456104 0.568414 -1.273927 0.8 -0.1 -3.9
N 2.076732 0.625735 0.903963 -2.2 2.0 1.1
O -2.202804 -1.201557 1.105537 -1.4 0.8 0.1
O -1.944684 0.227694 -1.178751 1.6 -0.3 -1.3
S -2.953881 0.048292 1.342504 1.2 -0.4 -0.4
Br 1.589203 -1.566137 5.604425 0.2 -0.7 1.3
H 2.775265 -0.734779 3.110200 2.0 -0.4 0.1
H -1.203377 -0.744055 4.769280 1.3 0.6 -1.2
H -0.449462 2.247059 0.690525 0.2 -0.6 -0.4
H -2.349832 -1.749053 -2.228676 1.2 2.4 0.5
H -1.527657 -0.388554 -3.181904 0.8 0.2 -0.5
H -3.200024 -0.338823 -2.700751 0.2 0.6 0.1
H 0.451031 0.298270 -2.319701 -0.1 0.2 2.2
H 2.800395 0.034835 0.704779 2.2 -1.4 -0.8
H 1.679926 1.161214 0.112318 0.5 -1.1 0.8
```
Forces are in eV/Å.

Calculated values
HOMO-LUMO gap   8.17 eV
Energy above the lowest of the compared OMol25 structures with the same formula, charge and spin   71.8 kJ/mol
E_LUMO   -0.05 eV
2S+1   1

2.
Computed, not measured: a 2-piece molecular cluster, C8H9BrS2 overall, with ωB97M-V with the def2-TZVPD basis set.

XYZ file:
```
20
Properties=species:S:1:pos:R:3:forces:R:3
C 1.264308 -1.448994 -1.043821 -0.8 0.8 -0.5
C 0.627383 -1.786959 0.180115 1.8 2.5 2.1
C 1.016168 -0.123603 -1.583359 0.6 1.7 1.0
C 0.166216 -0.749375 0.998796 -0.5 -1.4 -0.3
C -1.762301 0.311163 0.023523 -1.3 -1.4 -0.1
C 0.341958 0.855243 -0.821408 1.9 -1.6 -3.1
C -0.320619 0.622814 0.460529 0.1 -1.4 0.0
C -0.360772 1.866009 1.346339 1.0 2.0 -1.4
S -2.960955 1.408664 -0.097581 0.7 -0.6 -0.2
S -2.027969 -1.493691 -0.189620 0.4 1.2 0.1
Br 4.106413 -0.681677 -0.326616 -1.2 -0.4 -0.3
H 1.514891 -2.327211 -1.635747 0.7 0.7 -0.3
H 0.910717 -2.765397 0.582203 -0.7 0.3 0.1
H 1.623346 0.217623 -2.469590 -1.1 -0.5 0.9
H -0.232352 -1.111000 1.951880 0.3 0.6 0.0
H 0.279501 1.849056 -1.257894 -0.1 -0.1 0.1
H 0.504766 1.816287 1.964383 0.8 0.3 0.6
H -1.230983 1.872638 1.960576 -0.6 0.0 0.4
H -0.315704 2.920275 0.736694 -0.2 -2.9 1.3
H -3.144006 -1.251860 -0.779403 -1.8 0.2 -0.7
```
Forces are in eV/Å.

Calculated values
HOMO-LUMO gap (alpha / beta)   5.57 / 5.55 eV
Energy above the lowest of the compared OMol25 structures with the same formula, charge and spin   270.2 kJ/mol
E_LUMO (alpha / beta)   -2.63 / -2.63 eV
2S+1   1

3.
Computed, not measured: C8H9Cl2F6FeNO15S2 as an isolated structure, with ωB97M-V with the def2-TZVPD basis set.

XYZ file:
```
44
Properties=species:S:1:pos:R:3:forces:R:3
Fe 0.299572 -0.539705 -0.601651 0.4 0.1 1.2
Cl 3.651692 -0.308655 -1.696611 -2.3 4.1 2.8
O 4.716222 -1.225975 -1.711921 1.2 -1.8 -0.7
O 2.358912 -0.986225 -1.516991 0.0 -1.3 -0.7
O 3.769662 0.565355 -0.544871 0.6 -0.6 -0.2
O 3.598712 0.545265 -2.841861 0.3 -0.9 -1.0
Cl -2.760598 -1.895605 -2.742891 -0.7 -0.4 3.6
O -3.746478 -0.920585 -2.425841 -0.2 1.5 -1.2
O -2.695388 -2.298645 -4.076561 0.0 0.1 -3.5
O -1.453568 -1.436305 -2.331911 0.8 0.2 0.1
O -3.164688 -3.047155 -1.996061 0.5 -1.5 0.9
C -2.998408 1.070095 2.097019 0.9 -1.2 -0.9
F -2.253378 1.179695 3.207219 0.4 1.0 -0.8
F -4.251168 1.066935 2.566869 -0.4 0.6 -0.7
F -2.783308 2.055895 1.150349 -0.6 -0.8 2.2
S -2.592898 -0.588605 1.278379 -0.6 -1.5 -3.1
O -1.417018 -0.268075 0.409829 -2.7 0.5 0.9
O -2.183238 -1.479545 2.330449 -0.3 0.1 0.9
O -3.834608 -1.003825 0.555399 2.4 1.5 1.7
C -0.971708 3.192355 -2.543121 -0.5 -1.0 0.5
F -0.920578 4.332025 -3.334761 -0.4 -1.7 0.9
F -1.465288 3.551615 -1.323281 0.6 0.1 -1.1
F -1.858388 2.260495 -3.019701 0.8 1.7 -0.1
S 0.715042 2.334785 -2.436581 2.2 0.1 -0.9
O 1.052252 1.999235 -3.817681 -1.0 0.4 1.0
O 1.601062 3.361055 -1.867351 -1.7 -1.3 0.0
O 0.457732 1.119705 -1.620721 -0.2 2.5 -1.0
N 1.106882 0.195325 1.246599 0.6 0.8 0.7
C 0.998882 1.528365 1.678919 0.4 0.4 1.9
C 1.326602 1.974905 2.987829 -0.3 -0.8 -2.7
C 1.909152 1.084585 3.891259 0.4 0.2 0.9
C 2.189552 -0.204175 3.426229 -1.0 -1.4 -1.7
C 1.752692 -0.616165 2.157669 -0.2 0.8 1.2
H 0.635502 2.273235 0.986439 -0.1 -0.2 -0.3
H 1.268392 3.022215 3.245029 -0.4 0.2 -0.2
H 2.137442 1.355125 4.911599 0.1 0.2 0.1
H 2.562732 -0.960045 4.101359 0.2 -0.2 0.0
H 1.709732 -1.663265 1.896669 0.7 -0.1 0.0
C 0.254552 -3.568705 -0.618421 -0.3 -0.4 -0.1
O 0.163842 -2.562255 0.394889 0.4 -0.4 -1.1
H 0.530722 -3.150175 -1.586231 0.0 0.3 0.2
H 1.013192 -4.308535 -0.363061 0.1 -0.1 0.1
H -0.718838 -4.042525 -0.745311 -0.1 -0.1 0.0
H 0.288822 -2.993535 1.243399 -0.2 0.5 0.2
```
Forces are in eV/Å.

Calculated values
Net charge   -3
HOMO-LUMO gap (alpha / beta)   3.20 / 7.40 eV
E_LUMO (alpha / beta)   6.88 / 6.86 eV
2S+1   6

4.
Computed, not measured: one molecule with the formula C8H9Cl2NS, with ωB97M-V with the def2-TZVPD basis set.

XYZ file:
```
21
Properties=species:S:1:pos:R:3:forces:R:3
C 0.740522 -3.106049 -1.764998 1.6 -2.3 -0.1
C 0.537152 -1.718103 -1.347616 -1.5 1.2 0.0
Cl -0.839795 -0.835438 -2.044210 0.3 -0.7 -0.1
C 1.230920 -1.000129 -0.481407 -3.0 3.8 1.8
Cl 2.519632 -1.546779 0.411408 1.3 -0.6 0.6
C 0.345174 0.446977 0.359072 2.9 -2.3 -3.1
N -0.713275 -0.040692 1.003707 0.1 -1.8 0.0
C -1.386911 0.856004 1.572938 -0.9 2.0 0.9
C -2.729463 0.657663 2.261504 2.2 -1.5 -1.5
S -0.706788 2.473712 1.372429 0.2 -0.6 -0.6
C 0.539473 1.796986 0.303218 -1.3 -1.2 2.0
C 1.445782 2.588965 -0.478075 2.8 1.2 -3.4
H 1.660084 -3.117667 -2.390308 -0.5 -0.3 0.2
H -0.012797 -3.706228 -2.294297 -0.3 1.2 -0.1
H 0.952456 -3.820329 -0.918669 0.1 1.1 -0.3
H -2.955388 -0.418920 1.920097 -0.1 1.6 1.2
H -2.466895 0.806302 3.338069 -1.4 0.0 -0.8
H -3.325995 1.342598 1.653632 -0.8 0.1 1.2
H 0.945203 3.417342 -1.087048 0.5 -0.9 1.2
H 2.446078 3.033618 -0.050590 -2.1 -0.9 -0.3
H 1.774831 1.890164 -1.338856 -0.2 1.0 1.3
```
Forces are in eV/Å.

Calculated values
HOMO-LUMO gap   9.55 eV
Energy above the lowest of the compared OMol25 structures with the same formula, charge and spin   109.2 kJ/mol
E_LUMO   0.69 eV
2S+1   1

5.
Computed, not measured: C8H9Cl5F as an isolated structure, with ωB97M-V with the def2-TZVPD basis set.

XYZ file:
```
23
Properties=species:S:1:pos:R:3:forces:R:3
Cl 0.521853 -0.519657 -2.170807 -0.4 -1.8 -6.6
F 1.343303 0.239843 3.401173 0.5 -0.2 0.8
C 0.716543 0.660973 2.302663 -1.1 0.7 -2.1
C -0.502737 1.329553 2.412383 -0.1 0.7 1.0
C -1.237987 1.800903 1.328293 1.1 -1.0 -1.0
C -0.714837 1.480863 0.072173 0.9 0.5 0.0
C 0.495263 0.834543 -0.070677 0.7 1.7 2.9
C 1.242803 0.423903 1.038593 -0.6 2.7 -0.3
H -0.818037 1.632753 3.399833 -0.1 -0.3 0.3
H -2.164277 2.352333 1.394013 0.0 0.0 0.4
H -1.182967 1.711183 -0.873457 0.6 0.8 0.7
H 0.849593 0.621273 -1.068357 0.5 1.8 1.6
H 2.159583 -0.116217 0.853643 0.1 2.8 0.3
C 2.039733 -1.898597 -0.649567 0.5 -1.3 0.6
Cl 1.862863 -1.827737 1.126143 0.5 -5.8 0.1
Cl 3.522623 -2.752227 -1.125877 0.4 -0.3 0.0
H 1.177723 -2.423127 -1.061767 0.5 -0.2 0.4
H 2.038783 -0.944407 -1.176467 0.8 -0.1 1.1
C -2.196667 -0.493457 -1.892787 -0.1 -0.7 -0.2
Cl -2.848477 -2.165867 -1.542027 -0.1 1.0 0.1
Cl -2.980867 0.902023 -1.220217 -3.4 -0.5 -0.7
H -1.181717 -0.440677 -1.498847 -0.9 -0.5 0.1
H -2.142097 -0.408177 -2.978067 -0.2 0.0 0.3
```
Forces are in eV/Å.

Calculated values
Net charge   -1
HOMO-LUMO gap   7.68 eV
Energy above the lowest of the compared OMol25 structures with the same formula, charge and spin   526.0 kJ/mol
E_LUMO   3.13 eV
2S+1   1

6.
Computed, not measured: C8H9F6N2O9PtS2 as an isolated structure, with ωB97M-V with the def2-TZVPD basis set.

XYZ file:
```
37
Properties=species:S:1:pos:R:3:forces:R:3
Pt -0.624096 -0.081288 0.648704 -0.3 0.0 -0.2
O 0.580628 -1.841593 -0.328506 -0.1 0.2 -0.2
C 1.685162 -1.753666 -1.235141 0.1 0.0 0.0
C 2.921742 -1.361936 -0.461224 0.0 0.1 0.1
N 2.927964 0.020796 0.048308 0.0 0.0 -0.1
C 3.312338 0.283760 1.350370 0.3 0.0 -0.2
C 1.860359 0.178890 2.658527 -0.3 0.1 0.6
O 2.305408 0.791207 3.562631 0.0 0.0 -0.2
O 0.975233 -0.524619 2.229045 0.1 -0.1 -0.2
C 2.888336 1.087832 -0.857835 0.2 -0.4 0.1
C 1.392827 2.054413 -0.647836 -0.1 0.6 -0.4
O 1.500315 2.872816 -1.517850 -0.1 -0.2 0.2
O 0.698455 1.728006 0.295031 0.1 -0.2 0.3
H -0.150862 -2.327701 -0.736991 0.0 0.0 0.0
H 1.872171 -2.732266 -1.680012 0.0 0.0 0.0
H 1.460701 -1.052737 -2.044243 0.0 0.0 0.0
H 3.029263 -2.018024 0.400922 0.0 0.0 0.0
H 3.796436 -1.496332 -1.103114 0.0 0.0 0.0
H 3.903255 -0.487522 1.835257 -0.1 0.0 0.0
H 3.640390 1.298652 1.533538 -0.1 0.0 0.0
H 3.625213 1.867927 -0.687187 -0.1 0.1 0.1
H 2.852084 0.767237 -1.892701 0.0 0.1 0.0
F -1.225371 2.426372 2.541981 0.0 0.0 -0.1
C -2.478195 2.675751 2.166827 0.0 0.2 0.0
F -2.515942 3.803146 1.473870 0.0 -0.1 0.1
F -3.254577 2.754215 3.227194 0.1 0.0 0.0
S -3.128240 1.356036 1.042315 0.1 -0.1 -0.2
O -2.261903 1.331389 -0.157593 -0.1 0.0 0.2
O -4.508514 1.616428 0.872707 0.1 -0.1 -0.1
N -2.702532 0.056762 1.915608 0.1 0.1 -0.1
S -3.110044 -1.388988 1.326794 0.1 0.2 0.0
O -2.181599 -1.629163 0.187689 0.0 -0.1 0.4
O -4.485476 -1.650737 1.130421 0.1 0.0 -0.1
C -2.510739 -2.484095 2.706435 -0.1 0.0 0.1
F -3.465591 -2.562300 3.607198 0.1 0.0 0.0
F -2.270388 -3.673848 2.176984 0.0 0.0 0.0
F -1.403310 -2.010620 3.252975 0.1 0.1 0.0
```
Forces are in eV/Å.

Calculated values
Net charge   +1
HOMO-LUMO gap (alpha / beta)   9.41 / 6.36 eV
Energy above the lowest of the compared OMol25 structures with the same formula, charge and spin   72.0 kJ/mol
E_LUMO (alpha / beta)   -3.21 / -7.50 eV
2S+1   5